[1]
The following is a quantum chemistry calculation of a 2-piece molecular cluster, C8H12O6 overall in a non-equilibrium geometry, from the OMol25 dataset.

## Properties
DFT total energy	-20774.9979	eV
frontier orbital gap	11.32	eV
SMILES	C[C@H]1COC(=O)O1.C[C@H]1COC(=O)O1
LUMO	0.67	eV

The geometry in ORCA input format:
```
! RIJCOSX wB97M-V def2-TZVPD def2/J DEFGRID3
* xyz 0 1
O 2.283 -4.497 -0.092
O -2.593 5.584 -1.621
O 0.639 -5.573 -0.991
O 0.163 -3.571 -0.061
O -3.981 7.355 -1.953
O -2.813 7.065 -0.084
C -1.999 6.093 0.595
C -1.812 5.101 -0.591
C -3.116 6.776 -1.301
C 2.866 -5.724 -0.508
C 3.868 -6.203 0.512
C 0.957 -4.467 -0.321
C 1.614 -6.533 -0.826
C -2.645 5.616 1.849
H 1.476 -7.244 -0.012
H -0.740 4.933 -0.691
H -2.256 4.144 -0.317
H 4.466 -7.039 0.149
H 3.313 -6.603 1.360
H 1.635 -7.068 -1.775
H -1.864 5.001 2.296
H 4.532 -5.396 0.822
H -3.551 5.046 1.647
H 3.351 -5.581 -1.474
H -2.808 6.323 2.662
H -0.983 6.464 0.728
*
```

---

[2]
The following is a quantum chemistry calculation of C5H16N3OP as an isolated structure in a non-equilibrium geometry, from the OMol25 dataset.

## Properties
DFT total energy	-21248.0668	eV
frontier orbital gap	8.70	eV
LUMO	0.66	eV

The geometry in ORCA input format:
```
! RIJCOSX wB97M-V def2-TZVPD def2/J DEFGRID3
* xyz 0 1
P -0.031 -0.552 0.791
O 3.149 1.096 0.377
N -0.877 1.192 -0.553
N -0.499 -1.922 -0.050
N -1.000 -0.433 2.021
C 0.104 1.962 -1.289
C 2.635 1.770 1.524
C -2.086 1.482 -0.702
C -0.162 -2.081 -1.420
C -1.405 -2.919 0.504
H -2.265 2.289 -1.328
H -1.111 -2.137 -1.998
H 0.572 -2.955 -1.608
H -1.092 -3.854 0.352
H 2.508 0.588 -0.090
H -1.608 -2.783 1.586
H -2.888 1.022 -0.132
H 2.701 2.832 1.292
H 0.375 -1.227 -1.809
H 0.818 1.132 -1.747
H -2.371 -2.849 0.132
H 0.764 2.291 -0.491
H -0.105 2.759 -2.013
H 3.221 1.282 2.339
H -0.879 0.377 2.613
H 1.532 1.634 1.700
*
```

---

[3]
The following is a quantum chemistry calculation of C26H22F3I2IrN5OS as an isolated structure in a non-equilibrium geometry, from the OMol25 dataset.

## Properties
DFT total energy	-74830.8459	eV
frontier orbital gap (spin up / spin down)	5.93 / 6.16	eV
LUMO (spin up / spin down)	-7.97 / -7.72	eV
<S²>	0.757

The geometry in ORCA input format:
```
! RIJCOSX wB97M-V def2-TZVPD def2/J DEFGRID3
* xyz 2 2
Ir 0.012 -0.170 -0.727
I 3.584 -0.369 -4.081
I 1.320 0.803 -3.291
S -2.203 -1.383 -0.330
F -4.435 -2.585 1.383
F -5.652 -1.200 2.522
F -5.190 -0.788 0.452
O 0.234 -2.000 -1.803
N 1.973 -0.825 0.112
N -0.013 1.876 -0.264
N -1.217 0.076 1.489
N -0.840 2.574 -0.872
N 0.742 -3.683 -0.348
C 2.151 4.625 0.985
C 3.078 -0.086 -0.075
C 2.084 -1.994 0.771
C -2.501 2.658 -2.596
C 4.425 -1.634 1.125
C -2.136 -0.078 -3.003
C 1.212 3.939 0.238
C -3.381 0.141 3.206
C -1.438 0.549 -1.988
C -3.207 2.015 -3.587
C 2.860 3.979 1.989
C -3.453 -0.552 2.015
C 4.317 -0.455 0.407
C -3.012 0.651 -3.800
C 3.292 -2.415 1.296
C -2.332 -0.563 1.187
C -1.610 1.926 -1.802
C 2.620 2.638 2.245
C 0.855 -2.861 0.851
C 1.688 1.943 1.493
C 0.448 -3.214 -1.552
C -4.704 -1.284 1.597
C -2.208 0.813 3.526
C -1.154 0.768 2.638
C 0.974 2.588 0.489
C 0.407 -4.196 -2.677
H 2.961 0.836 -0.628
H 1.317 -4.097 -3.272
H 5.374 -1.948 1.539
H -0.435 -3.969 -3.330
H -4.234 0.169 3.871
H 2.336 5.671 0.781
H 0.647 4.431 -0.541
H -0.036 -2.245 0.946
H 3.155 2.132 3.038
H -2.583 3.726 -2.435
H 3.347 -3.350 1.838
H -0.240 1.297 2.851
H 0.905 -3.522 1.711
H 5.173 0.182 0.233
H 3.591 4.519 2.575
H -2.112 1.365 4.450
H 0.327 -5.221 -2.322
H 0.906 -4.673 -0.258
H -3.899 2.566 -4.209
H -3.559 0.146 -4.586
H -2.022 -1.143 -3.167
H 1.492 0.900 1.696
*
```

---

[4]
The following is a quantum chemistry calculation of a 2-piece molecular cluster, C5H11NO2 overall in a non-equilibrium geometry, from the OMol25 dataset.

## Properties
DFT total energy	-10945.5049	eV
frontier orbital gap	9.68	eV
SMILES	NCC1(O)CC1.C=O
LUMO	0.59	eV

The geometry in ORCA input format:
```
! RIJCOSX wB97M-V def2-TZVPD def2/J DEFGRID3
* xyz 0 1
O 1.313 0.994 0.421
O -0.851 2.077 0.036
N -0.528 -0.160 2.274
C -1.419 1.228 -0.699
C 0.071 -0.956 1.220
C 0.836 -0.203 0.132
C 0.095 -0.260 -1.521
C 1.366 -0.941 -1.021
H -1.165 0.532 1.897
H 2.296 -0.565 -1.430
H 0.189 0.353 2.773
H 0.466 1.645 0.431
H -0.706 -0.942 -1.774
H 0.315 0.509 -2.248
H -0.688 -1.595 0.761
H 0.800 -1.633 1.685
H -1.667 1.495 -1.734
H 1.322 -2.023 -0.952
H -2.045 0.446 -0.250
*
```

---

[5]
The following is a quantum chemistry calculation of a 2-piece molecular cluster, C2H4FO3S overall in a non-equilibrium geometry, from the OMol25 dataset.

## Properties
DFT total energy	-21834.1985	eV
frontier orbital gap	7.61	eV
LUMO	4.01	eV

The geometry in ORCA input format:
```
! RIJCOSX wB97M-V def2-TZVPD def2/J DEFGRID3
* xyz -1 1
S 1.589 -0.092 1.417
F 1.947 0.865 -2.187
O 1.395 0.502 0.066
O 2.813 -1.120 -1.695
O 1.219 0.875 2.445
C 2.683 0.060 -1.436
C 0.264 -1.487 1.200
H -0.017 -1.549 0.126
H 3.318 0.788 -0.953
H 0.579 -2.590 1.509
H -0.617 -1.280 1.945
*
```

---

Q: Look up the DFT total energy of the first one.
A: -20774.9979 eV